DFT (the ωB97M-V functional and the def2-TZVPD basis) results for a single C2H5N2P molecule in a non-equilibrium geometry.

As for the charge: 0. Its SMILES is C1CNP=N1. The strongest force on any atom is 0.0831 hartree/bohr. As for the HOMO-LUMO gap: 9.562 eV. Its lowest unoccupied orbital energy is 0.5 eV. As for the energy above the lowest of the compared OMol25 structures with the same formula, charge and spin: 0.653 eV. The value obtained for the HOMO energy is -0.3316 hartree.

Each line ends with the Löwdin charge.
Atoms and positions in Å:
C1 -0.462 0.708 -0.628  -0.3679
C2 0.788 -0.130 -0.368  -0.1251
N1 -1.639 0.257 0.156  -0.3668
N2 0.319 -1.137 0.937  -0.3125
P1 -1.264 -0.713 1.352  0.7610
H1 -0.293 1.786 -0.461  0.0894
H2 -1.000 0.737 -1.643  0.1156
H3 0.861 -0.845 -1.148  0.0725
H4 1.609 0.390 0.182  0.1046
H5 1.080 -1.053 1.621  0.0293

DFT (the ωB97M-V functional and the def2-TZVPD basis) results for a molecular structure, C8H24Be2N2O14 in a non-equilibrium geometry.

As for the charge: +2. The strongest force on any atom is 0.1157 hartree/bohr. As for the HOMO-LUMO gap: 2.566 eV. Its lowest unoccupied orbital energy is -12.0 eV. As for the energy above the lowest of the compared OMol25 structures with the same formula, charge and spin: 0.213 eV. The value obtained for the HOMO energy is -0.5352 hartree.

Each line ends with the Löwdin charge.
Atoms and positions in Å:
Be1 0.305 -4.589 0.466  1.2064
Be2 -3.764 -0.831 1.863  0.9676
N1 -0.156 -0.917 0.663  -0.5335
O1 -1.237 -0.651 1.209  -0.0039
O2 0.631 -0.047 0.338  0.0424
O3 0.058 -2.109 0.475  -0.0650
N2 -3.215 -3.456 1.052  -0.4670
O4 -3.515 -2.247 1.148  -0.0039
O5 -2.025 -3.801 0.916  -0.0477
O6 -4.130 -4.277 1.025  0.1582
C1 -0.799 1.821 -2.583  -0.1947
C2 -0.247 2.601 -1.388  -0.1924
O7 -0.908 2.288 -0.129  -0.0715
O8 -0.581 0.399 -2.405  -0.0974
H1 -0.359 2.004 -3.564  0.1241
H2 -1.861 2.067 -2.666  0.1058
H3 -0.295 3.676 -1.558  0.1279
H4 0.824 2.407 -1.301  0.1106
H5 -0.543 1.424 0.109  0.0176
H6 -1.046 -0.158 -3.034  0.0873
C3 2.964 0.129 -2.307  -0.2093
C4 4.040 -0.893 -2.699  -0.2034
O9 4.045 -2.129 -1.984  -0.0188
O10 3.032 0.487 -0.950  -0.0210
H7 2.018 -0.422 -2.356  0.1099
H8 2.912 1.010 -2.946  0.1371
H9 4.968 -0.344 -2.497  0.1341
H10 4.153 -1.111 -3.762  0.1298
H11 4.641 -2.707 -2.471  0.0985
H12 2.204 0.286 -0.505  0.0281
C5 -4.818 1.881 0.413  -0.1177
C6 -4.491 0.957 -0.746  -0.2052
O11 -3.348 0.231 -0.383  -0.0830
O12 -4.939 1.084 1.661  -0.0467
H13 -5.747 2.414 0.212  0.1423
H14 -4.048 2.645 0.526  0.1369
H15 -4.296 1.589 -1.613  0.1402
H16 -5.267 0.216 -0.941  0.1358
H17 -2.843 -0.017 -1.166  0.0976
H18 -5.201 1.632 2.409  0.1221
C7 2.618 -0.685 2.699  -0.1884
C8 3.223 0.272 3.743  -0.2249
O13 4.170 1.217 3.281  -0.0092
O14 3.482 -1.824 2.564  -0.0217
H19 2.404 -0.251 1.724  0.1004
H20 1.708 -1.032 3.190  0.1184
H21 3.609 -0.199 4.650  0.1343
H22 2.357 0.778 4.177  0.1246
H23 4.940 0.686 3.052  0.0921
H24 4.372 -1.499 2.391  0.0963

DFT (the ωB97M-V functional and the def2-TZVPD basis) results for a gas-phase ion, C4H8O8S2 (charge -2) in a non-equilibrium geometry.

As for the charge: -2. Its SMILES is C[C@H](O)[C@H](O)C(S(=O)(=O)[O-])S(=O)(=O)[O-]. The strongest force on any atom is 0.0975 hartree/bohr. As for the HOMO-LUMO gap: 8.125 eV. Its lowest unoccupied orbital energy is 6.0 eV. As for the energy above the lowest of the compared OMol25 structures with the same formula, charge and spin: 0.000 eV. The value obtained for the HOMO energy is -0.0774 hartree.

Each line ends with the Löwdin charge.
Atoms and positions in Å:
C1 2.684 0.357 0.546  -0.0493
C2 1.450 -0.440 0.071  -0.3787
C3 0.309 0.649 -0.024  -0.4188
C4 -0.925 0.009 -0.631  -0.3689
O1 -0.855 -1.642 1.398  -0.3427
O2 -1.793 2.508 -0.463  -0.3710
O3 -2.781 -1.752 -0.092  -0.3561
O4 -0.605 -2.424 -0.967  -0.4207
O5 -3.476 0.747 -0.974  -0.3774
O6 -2.492 0.992 1.231  -0.3546
O7 1.804 -1.090 -1.186  -0.0713
O8 0.200 1.291 1.190  -0.0456
S1 -1.344 -1.522 0.026  0.4489
S2 -2.283 1.146 -0.212  0.4314
H1 2.696 1.019 -0.390  0.0993
H2 2.557 0.844 1.456  0.0322
H3 3.614 -0.285 0.702  0.0812
H4 1.127 -1.151 0.742  0.0832
H5 0.716 1.336 -0.799  0.1409
H6 -0.868 -0.205 -1.739  0.1498
H7 1.044 -1.673 -1.313  0.0217
H8 -0.781 1.287 1.429  0.0664

DFT (the ωB97M-V functional and the def2-TZVPD basis) results for a molecular structure, C6H21AgNO6 in a non-equilibrium geometry.

As for the charge: -3. The strongest force on any atom is 0.0539 hartree/bohr. As for the HOMO-LUMO gap: 2.893 eV. Its lowest unoccupied orbital energy is 7.2 eV. The value obtained for the HOMO energy is 0.1598 hartree.

Each line ends with the Löwdin charge.
Atoms and positions in Å:
Ag1 0.361 -1.292 0.541  0.7329
O1 0.774 -3.670 1.970  -0.6202
H1 0.494 -3.644 2.900  -0.2600
O2 2.927 -1.716 0.644  -0.5686
H2 2.442 -1.471 -0.142  -0.2309
O3 0.567 -3.122 -1.239  -0.5848
H3 1.309 -2.527 -1.102  -0.2198
O4 -1.858 -2.067 0.822  -0.4910
H4 -2.753 -1.905 1.145  -0.1407
C1 1.200 2.541 2.033  -0.1117
C2 1.490 1.159 2.594  -0.3503
O5 0.290 0.393 2.562  -0.1268
H5 0.641 3.149 2.749  0.0544
H6 0.542 2.385 1.166  0.0579
H7 2.057 3.005 1.535  0.0609
H8 1.932 1.179 3.608  0.0969
H9 2.275 0.647 2.005  0.0824
H10 0.361 -0.283 3.246  0.0851
C3 -2.232 1.228 -0.922  -0.1004
C4 -2.008 0.211 -2.032  -0.4633
C5 -0.544 0.215 -2.432  -0.2642
O6 0.204 0.140 -1.285  -0.2782
C6 1.348 0.935 -1.293  -0.1445
N1 -2.536 -1.082 -1.556  0.0125
H11 -1.731 2.175 -1.174  0.0622
H12 -1.856 0.870 0.043  0.0667
H13 -3.298 1.387 -0.717  0.0575
H14 -2.606 0.614 -2.878  0.1033
H15 -0.322 1.090 -3.077  0.1057
H16 -0.303 -0.672 -3.037  0.1154
H17 1.918 0.710 -0.379  0.0590
H18 1.129 2.009 -1.420  0.0751
H19 2.091 0.607 -2.049  0.0911
H20 -2.235 -1.822 -2.190  0.0463
H21 -2.069 -1.375 -0.636  -0.0098

DFT (the ωB97M-V functional and the def2-TZVPD basis) results for a molecular structure, C24H46BCl2N4O4PrSi in a non-equilibrium geometry.

As for the charge: 0. The strongest force on any atom is 0.0691 hartree/bohr. As for the HOMO-LUMO gap (alpha / beta): 7.246 / 7.251 eV. Its lowest unoccupied orbital energy (alpha / beta) is 0.2 / 0.2 eV. As for the expectation value of S²: 2.002. As for the energy above the lowest of the compared OMol25 structures with the same formula, charge and spin: 0.000 eV. As for the spin multiplicity: 3. The value obtained for the HOMO energy (alpha / beta) is -0.2575 / -0.2576 hartree.

Each line ends with the Mulliken spin population.
Atoms and positions in Å:
C1 2.986 -2.019 -3.635  0.0001
C2 2.355 -0.670 -3.789  0.0001
H1 3.272 -2.441 -4.602  0.0000
H2 2.301 -2.712 -3.126  0.0000
H3 3.885 -1.938 -3.007  0.0000
C3 1.933 -0.169 -4.961  -0.0002
C4 1.983 -0.894 -6.259  0.0000
H4 1.572 0.862 -5.025  0.0000
H5 1.831 -1.975 -6.141  0.0000
H6 2.942 -0.738 -6.774  0.0000
H7 1.199 -0.511 -6.923  0.0000
Pr1 -0.455 -1.004 0.428  1.9945
Cl1 -2.440 -2.759 0.351  -0.0071
C5 0.225 2.537 0.490  -0.0016
O1 -0.362 1.432 0.561  0.0038
N1 -0.404 3.682 0.212  0.0006
C6 -1.829 3.683 -0.109  0.0004
C7 0.282 4.969 0.203  -0.0001
H8 1.310 2.625 0.658  0.0000
H9 -2.243 2.695 0.086  -0.0004
H10 -1.974 3.947 -1.164  0.0000
H11 -2.321 4.442 0.506  0.0000
H12 1.339 4.810 0.443  0.0000
H13 -0.173 5.637 0.946  0.0000
H14 0.203 5.438 -0.787  0.0000
H15 -2.327 -0.357 5.985  0.0000
H16 -0.091 -1.092 6.913  0.0000
C8 -2.200 -1.017 5.123  -0.0003
C9 -0.022 -1.786 6.068  0.0000
N2 -0.773 -1.272 4.930  0.0005
H17 -2.598 -0.556 4.219  0.0001
C10 -0.221 -1.124 3.738  0.0010
O2 -0.891 -0.819 2.717  0.0009
H18 1.027 -1.896 5.767  0.0000
H19 0.867 -1.281 3.671  -0.0001
H20 -2.724 -1.958 5.328  0.0000
H21 -0.413 -2.762 6.386  0.0000
H22 -0.210 -1.905 -3.044  -0.0008
H23 -1.376 -0.053 -5.326  0.0000
C11 -1.295 -2.072 -3.161  0.0010
C12 -2.263 -0.480 -4.828  0.0001
N3 -1.979 -0.808 -3.434  0.0002
H24 -1.689 -2.535 -2.242  -0.0005
C13 -2.322 0.042 -2.452  0.0006
O3 -1.928 -0.061 -1.268  0.0015
H25 -3.073 0.256 -4.863  0.0000
H26 -2.977 0.870 -2.782  -0.0003
H27 -1.466 -2.734 -4.017  0.0000
H28 -2.558 -1.392 -5.364  0.0000
O4 1.353 -0.813 -1.791  -0.0024
C14 2.127 0.040 -2.463  0.0003
C15 0.384 1.758 -3.128  0.0001
C16 1.633 1.495 -2.583  0.0011
H29 -0.250 0.902 -3.396  0.0000
C17 -0.024 3.070 -3.376  -0.0002
H30 3.098 0.066 -1.945  -0.0004
C18 2.481 2.542 -2.243  -0.0002
H31 -1.017 3.258 -3.792  0.0000
C19 0.861 4.119 -3.114  0.0000
C20 2.111 3.856 -2.545  0.0000
H32 3.445 2.307 -1.776  0.0000
H33 0.572 5.148 -3.359  0.0000
H34 2.805 4.672 -2.337  0.0000
Si1 1.353 -4.653 0.857  0.0006
Cl2 1.011 -2.954 -0.525  0.0011
C21 -0.312 -5.441 1.128  0.0002
C22 2.063 -3.977 2.451  0.0005
C23 2.506 -5.870 0.054  0.0000
H35 -1.124 -4.691 1.130  -0.0004
H36 -0.333 -5.986 2.089  0.0001
H37 -0.536 -6.167 0.326  0.0000
H38 2.065 -6.300 -0.861  0.0000
H39 2.713 -6.709 0.747  0.0000
H40 3.472 -5.408 -0.210  0.0000
H41 1.932 -2.893 2.534  0.0001
H42 3.138 -4.200 2.486  0.0000
H43 1.584 -4.473 3.308  0.0002
B1 3.598 1.463 2.110  -0.0001
C24 2.633 0.303 1.762  0.0002
N4 1.894 -0.579 1.515  0.0052
H44 4.735 1.028 2.063  0.0000
H45 3.315 1.844 3.236  0.0000
H46 3.439 2.362 1.290  -0.0001

no.,molecular weight (g/mol)
1,88.05
2,390.30
3,248.23
4,311.10
5,705.37